# 1
{"formula": "C25H60FO14PS4", "method": "ωB97M-V/def2-TZVPD", "symbols": ["C", "C", "C", "C", "C", "P", "C", "C", "F", "C", "C", "C", "C", "O", "O", "C", "C", "H", "H", "H", "H", "H", "H", "H", "H", "H", "H", "H", "H", "H", "H", "H", "H", "H", "H", "H", "H", "H", "H", "H", "H", "H", "H", "H", "H", "C", "C", "O", "S", "C", "O", "O", "H", "H", "H", "H", "H", "H", "H", "H", "C", "C", "O", "S", "C", "O", "O", "H", "H", "H", "H", "H", "H", "H", "H", "C", "C", "O", "S", "C", "O", "O", "H", "H", "H", "H", "H", "H", "H", "H", "C", "C", "O", "S", "C", "O", "O", "H", "H", "H", "H", "H", "H", "H", "H"], "positions_angstrom": [[2.941, -1.842, 2.141], [2.496, -0.573, 1.418], [2.291, -0.743, -0.104], [0.875, -0.467, -0.618], [0.399, 0.960, -0.337], [-0.353, -1.768, 0.046], [-1.370, -3.127, 0.927], [-0.545, -3.816, 1.982], [0.469, -4.584, 1.387], [-1.627, -1.442, -1.253], [-3.056, -1.104, -0.790], [-4.072, -2.273, -0.793], [-4.856, -2.260, 0.492], [-4.662, -2.957, 1.447], [-5.807, -1.297, 0.453], [-6.136, -0.661, 1.704], [-5.194, 0.509, 1.922], [3.854, -2.257, 1.706], [2.160, -2.608, 2.142], [3.172, -1.604, 3.182], [3.226, 0.214, 1.597], [1.561, -0.238, 1.877], [2.982, -0.075, -0.628], [2.572, -1.757, -0.409], [0.904, -0.622, -1.706], [-0.683, 1.010, -0.150], [0.890, 1.378, 0.544], [0.610, 1.632, -1.172], [-0.450, -1.015, 1.272], [0.640, -2.762, -0.230], [-1.765, -3.880, 0.237], [-2.223, -2.671, 1.439], [-0.044, -3.098, 2.642], [-1.134, -4.500, 2.595], [-1.631, -2.303, -1.928], [-1.249, -0.600, -1.831], [-3.423, -0.350, -1.488], [-3.052, -0.613, 0.186], [-4.771, -2.156, -1.622], [-3.578, -3.236, -0.898], [-7.169, -0.331, 1.613], [-6.091, -1.398, 2.504], [-4.921, 0.918, 0.947], [-4.274, 0.208, 2.426], [-5.663, 1.312, 2.490], [-6.767, 4.447, -1.311], [-5.682, 5.283, -1.950], [-4.767, 5.847, -0.973], [-3.674, 4.882, -0.354], [-2.594, 6.119, 0.267], [-3.044, 4.165, -1.426], [-4.240, 4.148, 0.736], [-6.364, 3.538, -0.867], [-7.498, 4.169, -2.071], [-7.274, 5.011, -0.528], [-5.101, 4.718, -2.679], [-6.093, 6.157, -2.451], [-2.201, 6.690, -0.569], [-1.794, 5.599, 0.790], [-3.152, 6.750, 0.954], [0.711, 2.965, -6.722], [0.148, 1.640, -6.258], [-0.647, 1.768, -5.051], [-2.125, 2.325, -5.209], [-2.717, 1.834, -3.632], [-2.788, 1.584, -6.242], [-2.100, 3.753, -5.291], [-0.076, 3.633, -7.069], [1.407, 2.789, -7.542], [1.244, 3.459, -5.909], [-0.462, 1.163, -7.025], [0.940, 0.950, -5.974], [-2.700, 0.748, -3.583], [-3.734, 2.211, -3.544], [-2.094, 2.282, -2.863], [7.518, -6.388, -1.463], [6.328, -6.012, -2.318], [5.108, -5.885, -1.546], [4.915, -4.546, -0.710], [3.197, -4.728, -0.387], [5.151, -3.429, -1.577], [5.646, -4.635, 0.517], [7.792, -5.582, -0.785], [8.369, -6.606, -2.109], [7.295, -7.273, -0.867], [6.493, -5.081, -2.861], [6.097, -6.792, -3.041], [2.658, -4.696, -1.329], [2.904, -3.900, 0.255], [3.039, -5.671, 0.129], [6.177, 1.935, 6.376], [5.044, 0.958, 6.164], [3.742, 1.603, 6.197], [3.294, 2.397, 4.900], [1.581, 2.508, 5.277], [3.492, 1.556, 3.757], [3.867, 3.707, 4.906], [6.274, 2.624, 5.539], [7.110, 1.381, 6.480], [6.014, 2.520, 7.282], [5.138, 0.420, 5.220], [4.990, 0.228, 6.969], [1.163, 1.505, 5.301], [1.129, 3.096, 4.481], [1.468, 3.009, 6.234]], "forces_ev_per_a": [[0.12, 0.24, 0.13], [-0.15, -0.13, -0.16], [0.03, 0.14, 0.03], [0.07, 0.05, -0.04], [-0.04, -0.01, -0.01], [0.14, -0.09, 0.10], [-0.04, 0.03, 0.03], [-0.07, 0.04, 0.08], [0.10, -0.08, -0.05], [-0.07, 0.23, 0.02], [-0.07, 0.04, -0.22], [-0.01, -0.17, -0.04], [-0.32, 0.14, -0.29], [0.18, -0.12, 0.33], [0.25, 0.19, -0.06], [-0.18, -0.11, 0.17], [0.07, 0.06, -0.14], [-0.07, -0.04, -0.05], [0.08, -0.06, -0.10], [-0.04, -0.07, 0.02], [-0.04, 0.00, 0.10], [0.10, 0.11, 0.04], [0.03, -0.10, -0.05], [0.06, 0.03, 0.00], [-0.02, -0.09, 0.03], [0.02, 0.01, -0.02], [-0.05, -0.02, 0.01], [0.01, 0.00, 0.02], [-0.08, 0.04, -0.03], [-0.04, -0.06, -0.16], [0.07, 0.00, 0.00], [-0.01, -0.02, -0.06], [-0.04, 0.02, 0.01], [0.00, 0.00, 0.02], [0.01, -0.04, 0.07], [-0.01, -0.04, -0.06], [-0.10, 0.06, 0.13], [0.12, -0.06, 0.00], [0.04, -0.02, 0.00], [0.01, 0.02, 0.10], [0.01, 0.01, -0.16], [0.03, 0.00, 0.00], [-0.04, 0.12, 0.06], [-0.03, -0.03, 0.02], [0.01, -0.08, 0.10], [0.04, 0.00, 0.06], [-0.05, -0.02, -0.17], [0.00, 0.00, 0.08], [-0.11, 0.11, -0.16], [0.05, 0.00, 0.00], [0.03, -0.11, 0.10], [0.05, -0.08, 0.04], [0.01, 0.00, -0.01], [0.00, 0.00, 0.00], [-0.02, 0.01, -0.02], [0.03, 0.00, 0.02], [0.00, 0.03, 0.05], [0.00, 0.00, 0.00], [0.00, 0.00, 0.00], [0.00, -0.01, 0.00], [-0.04, 0.04, 0.05], [0.08, -0.08, -0.12], [-0.01, 0.05, 0.02], [0.05, -0.02, 0.00], [0.01, -0.06, 0.09], [-0.02, 0.00, -0.01], [-0.02, 0.01, 0.00], [-0.01, -0.01, 0.00], [0.00, 0.00, 0.00], [0.02, -0.01, -0.01], [-0.03, 0.01, 0.02], [-0.01, 0.01, 0.04], [-0.01, 0.00, -0.02], [0.00, 0.01, -0.01], [-0.02, 0.04, -0.01], [-0.03, 0.01, 0.06], [0.08, 0.00, -0.13], [0.04, -0.01, 0.05], [-0.10, -0.09, -0.02], [0.01, -0.02, -0.01], [-0.01, 0.05, 0.02], [0.00, 0.03, 0.02], [-0.01, 0.01, -0.01], [0.00, 0.00, -0.01], [0.01, -0.01, -0.02], [-0.02, 0.02, 0.03], [-0.03, -0.01, 0.03], [0.00, 0.01, 0.00], [0.00, -0.02, 0.01], [0.00, 0.00, 0.01], [-0.05, 0.06, -0.01], [0.10, -0.14, -0.01], [0.00, 0.07, 0.01], [0.02, -0.05, 0.03], [-0.03, -0.01, 0.00], [0.01, 0.02, -0.02], [-0.02, 0.02, 0.00], [0.00, -0.01, -0.01], [0.00, 0.00, 0.00], [0.02, -0.02, 0.01], [-0.03, 0.03, -0.01], [-0.03, 0.03, 0.02], [0.00, 0.00, 0.00], [0.01, 0.00, 0.00], [0.00, 0.01, 0.00]], "energy_ha": -4075.76222, "gap_ev": 7.97, "e_homo_ev": -7.790, "max_force_ev_per_a": 0.5, "e_lumo_ev": 0.178}



# 2
{"formula": "C26H39BF5N4PdS3Sb", "method": "ωB97M-V/def2-TZVPD", "symbols": ["Pd", "F", "C", "C", "F", "C", "F", "C", "S", "C", "F", "C", "F", "C", "N", "C", "C", "N", "B", "N", "C", "C", "N", "C", "C", "S", "C", "S", "H", "H", "H", "H", "H", "H", "H", "H", "H", "H", "H", "H", "C", "C", "C", "C", "Sb", "C", "C", "C", "C", "C", "C", "C", "C", "H", "H", "H", "H", "H", "H", "H", "H", "H", "H", "H", "H", "H", "H", "H", "H", "H", "H", "H", "H", "H", "H", "H", "H", "H", "H", "H"], "positions_angstrom": [[-0.326, -0.167, 0.481], [5.323, 3.577, -1.483], [4.075, 3.230, -1.166], [3.632, 1.939, -1.380], [4.459, 1.029, -1.904], [2.336, 1.591, -1.044], [1.973, 0.317, -1.274], [1.435, 2.488, -0.478], [-0.242, 2.100, -0.113], [1.917, 3.784, -0.289], [1.125, 4.719, 0.243], [3.206, 4.158, -0.620], [3.623, 5.409, -0.407], [1.050, -2.234, -2.415], [-0.302, -2.737, -2.255], [-1.141, -3.092, -3.288], [-2.328, -3.412, -2.726], [-2.217, -3.253, -1.365], [-3.402, -3.451, -0.383], [-3.733, -2.112, 0.398], [-4.615, -2.175, 1.450], [-4.774, -0.932, 1.955], [-3.965, -0.106, 1.214], [-3.836, 1.331, 1.392], [-3.338, -0.842, 0.260], [-2.255, -0.111, -0.887], [-0.977, -2.833, -1.095], [-0.319, -2.491, 0.472], [1.509, -2.729, -3.268], [1.618, -2.450, -1.514], [1.035, -1.157, -2.572], [-0.815, -3.083, -4.312], [-3.252, -3.731, -3.171], [-3.152, -4.286, 0.447], [-4.366, -3.732, -1.052], [-5.054, -3.110, 1.750], [-5.372, -0.563, 2.769], [-4.161, 1.578, 2.400], [-4.449, 1.864, 0.667], [-2.797, 1.624, 1.255], [-1.794, -1.277, 3.945], [-0.731, -0.312, 4.475], [-1.355, 1.080, 4.582], [-0.237, -0.772, 5.846], [0.836, -0.231, 2.963], [2.094, -2.008, 3.319], [1.185, -3.236, 3.444], [3.017, -2.165, 2.105], [2.948, -1.953, 4.585], [2.130, 1.432, 3.586], [1.398, 2.730, 3.251], [2.474, 1.495, 5.074], [3.416, 1.324, 2.764], [-2.652, -1.283, 4.628], [-1.429, -2.301, 3.863], [-2.152, -0.978, 2.958], [-2.253, 1.015, 5.207], [-1.648, 1.480, 3.608], [-0.683, 1.796, 5.055], [-0.992, -0.523, 6.599], [0.698, -0.302, 6.150], [-0.096, -1.853, 5.874], [0.548, -3.405, 2.580], [0.552, -3.174, 4.331], [1.817, -4.123, 3.565], [2.517, -1.949, 1.159], [3.367, -3.202, 2.059], [3.897, -1.526, 2.182], [2.349, -2.012, 5.494], [3.573, -1.064, 4.637], [3.623, -2.816, 4.579], [0.531, 2.886, 3.892], [1.045, 2.758, 2.229], [2.077, 3.575, 3.413], [1.588, 1.662, 5.688], [3.139, 2.351, 5.234], [2.987, 0.613, 5.451], [3.234, 1.084, 1.714], [4.087, 0.566, 3.171], [3.946, 2.282, 2.797]], "forces_ev_per_a": [[0.00, 0.08, 0.39], [0.00, 0.00, 0.00], [0.02, 0.03, -0.02], [-0.01, -0.04, 0.04], [0.00, 0.00, -0.01], [0.06, 0.01, 0.13], [0.07, 0.12, 0.03], [-0.03, -0.06, 0.08], [0.03, 0.17, 0.14], [-0.03, -0.04, 0.09], [-0.02, 0.00, 0.00], [0.03, 0.02, 0.00], [-0.02, -0.04, -0.01], [-0.03, 0.03, -0.03], [0.03, -0.06, -0.05], [0.01, 0.03, 0.00], [0.00, 0.05, 0.04], [-0.06, -0.03, -0.06], [0.00, 0.04, -0.01], [0.04, -0.01, 0.01], [-0.03, -0.02, 0.01], [0.02, 0.04, 0.01], [-0.06, 0.00, -0.08], [0.01, -0.04, 0.03], [0.05, 0.05, 0.06], [-0.01, -0.04, -0.15], [0.02, -0.01, 0.11], [-0.18, -0.22, 0.03], [0.00, -0.01, -0.01], [-0.01, 0.00, 0.00], [-0.03, -0.13, -0.04], [0.00, -0.01, 0.00], [0.01, -0.01, -0.02], [0.03, 0.01, 0.01], [0.00, -0.03, 0.01], [0.00, 0.00, -0.01], [0.00, -0.01, 0.00], [0.00, 0.01, 0.00], [0.02, 0.01, -0.01], [0.00, 0.01, 0.01], [-0.03, 0.01, 0.03], [-0.18, -0.10, -0.12], [0.06, 0.02, 0.04], [0.00, -0.04, -0.02], [0.47, 0.02, -0.39], [-0.12, -0.11, 0.05], [-0.01, -0.01, 0.07], [-0.04, -0.02, -0.05], [0.07, 0.07, -0.04], [-0.09, 0.07, 0.16], [0.04, 0.08, 0.01], [-0.03, -0.06, 0.04], [0.00, 0.03, 0.02], [0.00, 0.00, 0.00], [0.00, 0.01, -0.02], [0.00, 0.00, 0.00], [-0.02, -0.01, -0.02], [0.01, 0.00, 0.00], [-0.03, -0.03, 0.02], [-0.01, -0.04, 0.00], [-0.04, 0.04, 0.01], [0.05, 0.02, 0.01], [0.03, 0.02, 0.01], [0.01, -0.01, -0.02], [0.01, 0.00, -0.02], [-0.03, -0.03, 0.00], [0.04, 0.01, 0.01], [-0.02, 0.08, -0.02], [-0.02, 0.06, 0.00], [0.04, -0.03, -0.05], [-0.04, -0.04, 0.03], [0.05, 0.01, -0.01], [-0.05, 0.05, -0.33], [0.00, -0.02, -0.05], [0.01, 0.01, -0.02], [0.00, 0.01, 0.00], [-0.02, 0.00, -0.01], [-0.04, 0.05, -0.05], [0.00, -0.03, -0.03], [0.01, -0.01, 0.01]], "energy_ha": -3320.10794, "gap_ev": 6.78, "e_above_lowest_ev": 0.000, "e_homo_ev": -7.471, "max_force_ev_per_a": 0.6, "e_lumo_ev": -0.686}



# 3
{"formula": "C4H11NO", "method": "ωB97M-V/def2-TZVPD", "symbols": ["C", "C", "C", "H", "H", "H", "H", "H", "H", "N", "C", "O", "H", "H", "H", "H", "H"], "positions_angstrom": [[-0.375, -1.998, 0.485], [-1.404, -1.179, 0.643], [-1.949, -0.226, -0.384], [-0.239, -2.870, 1.108], [0.205, -1.934, -0.429], [-2.011, -1.271, 1.540], [-1.210, 0.018, -1.137], [-2.254, 0.689, 0.114], [-2.858, -0.660, -0.795], [1.433, 1.465, 0.875], [1.633, 1.505, -0.532], [1.813, 0.255, -1.184], [2.261, 1.264, 1.417], [0.638, 0.933, 1.193], [2.516, 2.113, -0.756], [0.842, 2.089, -1.010], [0.959, -0.192, -1.148]], "forces_ev_per_a": [[-0.48, -0.08, -0.63], [-0.40, -0.30, 0.08], [0.28, 0.10, 1.03], [0.40, 0.29, 0.35], [0.16, -0.22, 0.05], [-0.01, -0.08, -0.01], [-0.08, -0.05, -0.43], [-0.02, 0.30, -0.08], [0.08, -0.01, -0.35], [0.06, 0.44, 0.25], [0.32, 0.72, -0.23], [-0.17, 0.04, -0.04], [-0.13, -0.22, -0.15], [0.05, -0.12, -0.08], [0.17, -0.40, 0.21], [-0.44, -0.35, 0.08], [0.20, -0.06, -0.04]], "energy_ha": -288.95407, "gap_ev": 10.49, "e_above_lowest_ev": 1.713, "e_homo_ev": -9.483, "max_force_ev_per_a": 1.1, "e_lumo_ev": 1.002}